Computed, not measured: a structure of composition C26H34Cl2MgN3SSi2Te at a distorted geometry, with the ωB97M-V functional and the def2-TZVPD basis.

Output
E_HOMO: -0.376 hartree
Charge: +1
E_tot: -3541.05262 Eh
LUMO: -3.16 eV
ΔE to the lowest compared entry with this formula, charge and spin: 12.4 kcal per mole

Each line ends with the Mulliken charge.
Geometry (Å):
Mg: -0.328 0.288 -0.845  1.57
Cl: -0.108 -0.051 1.672  -0.21
C: -0.944 -1.544 1.909  0.96
C: -1.176 -1.926 3.221  -0.79
C: -1.824 -3.118 3.482  -0.42
C: -2.235 -3.921 2.431  -0.70
C: -2.008 -3.524 1.128  0.18
Cl: -2.540 -4.532 -0.160  -0.20
C: -1.354 -2.313 0.814  -0.19
S: -1.121 -1.938 -0.862  -0.38
H: -0.846 -1.296 4.030  0.41
H: -2.009 -3.425 4.497  0.39
H: -2.733 -4.858 2.622  0.43
N: 7.038 0.141 -1.302  -0.01
C: 8.136 0.071 -2.115  0.66
C: 9.499 0.200 -1.884  -0.99
C: 10.328 0.098 -2.982  -0.42
C: 9.828 -0.136 -4.271  -0.48
C: 8.482 -0.274 -4.510  -0.77
C: 7.619 -0.162 -3.419  0.62
N: 6.266 -0.221 -3.364  -0.58
C: 5.934 -0.037 -2.106  0.02
C: 4.553 0.016 -1.695  0.95
C: 4.099 0.298 -0.399  -0.83
C: 2.741 0.397 -0.172  -0.10
N: 1.813 0.230 -1.116  -0.76
C: 2.238 -0.082 -2.344  -0.18
C: 3.568 -0.196 -2.675  -0.81
H: 7.051 0.282 -0.307  0.19
H: 9.894 0.378 -0.896  0.39
H: 11.393 0.205 -2.850  0.39
H: 10.525 -0.206 -5.093  0.39
H: 8.088 -0.458 -5.496  0.45
H: 4.782 0.448 0.424  0.33
H: 2.369 0.625 0.819  0.40
H: 1.465 -0.248 -3.087  0.47
H: 3.882 -0.436 -3.678  0.53
C: -0.288 4.464 2.270  -0.93
Si: -1.222 5.328 0.848  0.22
C: -0.484 6.997 0.318  -1.05
C: -3.087 5.430 1.221  -1.00
C: -1.025 4.139 -0.647  -0.67
Te: -2.029 2.293 -0.168  -0.28
C: -3.542 2.404 -1.696  -0.93
Si: -3.051 2.119 -3.536  0.17
C: -1.692 3.340 -4.082  -1.02
C: -4.647 2.384 -4.536  -1.03
C: -2.314 0.370 -3.726  -0.39
H: -0.479 4.943 3.224  0.35
H: 0.786 4.482 2.114  0.30
H: -0.601 3.422 2.357  0.26
H: -0.554 7.728 1.115  0.35
H: -1.015 7.400 -0.539  0.33
H: 0.563 6.908 0.046  0.34
H: -3.289 6.067 2.076  0.36
H: -3.495 4.442 1.440  0.33
H: -3.636 5.839 0.377  0.34
H: 0.020 3.938 -0.868  0.51
H: -1.496 4.537 -1.538  0.12
H: -4.023 3.371 -1.564  0.43
H: -4.266 1.646 -1.398  0.58
H: -1.975 4.375 -3.920  0.34
H: -1.518 3.230 -5.147  0.39
H: -0.745 3.161 -3.578  0.29
H: -5.018 3.398 -4.422  0.32
H: -5.442 1.709 -4.235  0.34
H: -4.466 2.222 -5.594  0.32
H: -1.326 0.297 -3.256  -0.37
H: -2.183 0.133 -4.777  0.42
H: -2.948 -0.404 -3.301  0.35

***

Computed, not measured: an isolated molecule of C2H2N2O4 at a distorted geometry, with the ωB97M-V functional and the def2-TZVPD basis.

Output
E_HOMO: -0.397 hartree
Structure (SMILES): O=c1[nH]c(=O)n(O)o1
E_tot: -487.81956 Eh
LUMO: 0.20 eV
ΔE to the lowest compared entry with this formula, charge and spin: 21.4 kcal per mole

Each line ends with the Mulliken charge.
Geometry (Å):
C: -1.209 -0.256 -0.839  0.46
C: 0.983 -0.225 0.036  0.32
H: 0.392 0.921 2.076  0.33
H: 0.168 -1.904 -1.009  0.28
N: 0.397 1.103 0.163  0.19
N: 0.037 -0.896 -0.814  -0.10
O: 0.502 1.648 1.382  -0.32
O: -1.032 0.924 -0.106  -0.23
O: -2.225 -0.614 -1.335  -0.48
O: 1.987 -0.699 0.445  -0.46

***

Computed, not measured: a structure of composition C14H26N7ORu, with the ωB97M-V functional and the def2-TZVPD basis.

Output
E_HOMO (alpha / beta): -0.546 / -0.549 hartree
Multiplicity: 2
Charge: +2
E_tot: -1101.94839 Eh
<S²>: 0.755
LUMO (alpha / beta): -7.22 / -8.03 eV

Each line ends with the Mulliken charge.
Geometry (Å):
Ru: 0.311 -0.285 -0.253  0.57
C: -0.624 2.889 -0.056  0.05
C: 0.688 2.898 -0.825  -0.89
N: 1.351 1.544 -0.911  -0.30
C: 2.632 1.578 -0.166  -0.97
C: 2.287 1.426 1.294  -0.70
N: 1.677 0.085 1.403  0.13
C: 1.337 -0.287 2.799  -0.95
C: -0.131 -0.076 3.089  -0.18
C: -0.915 -1.280 2.602  -0.86
N: -0.939 -1.429 1.103  -0.20
C: -2.327 -1.260 0.603  -0.96
C: -2.567 0.220 0.436  -0.76
N: -1.596 0.670 -0.582  0.30
C: -1.661 2.128 -0.856  -1.13
H: -0.947 3.909 0.151  0.55
H: -0.479 2.404 0.911  -0.32
H: 1.394 3.580 -0.354  0.37
H: 0.531 3.260 -1.840  0.49
H: 1.549 1.342 -1.888  0.38
H: 3.188 2.494 -0.366  0.51
H: 3.247 0.739 -0.497  0.45
H: 1.578 2.174 1.646  0.37
H: 3.184 1.502 1.912  0.45
H: 2.394 -0.563 1.096  0.50
H: 1.983 0.263 3.483  0.37
H: 1.581 -1.344 2.912  0.49
H: -0.489 0.835 2.602  -0.17
H: -0.299 0.058 4.157  0.52
H: -1.948 -1.221 2.939  0.38
H: -0.494 -2.192 3.022  0.45
H: -0.624 -2.368 0.866  0.40
H: -3.056 -1.707 1.279  0.53
H: -2.412 -1.771 -0.357  0.39
H: -2.410 0.787 1.354  0.38
H: -3.594 0.397 0.110  0.44
H: -1.837 0.193 -1.447  0.43
H: -2.676 2.491 -0.689  0.34
H: -1.452 2.244 -1.920  0.52
N: -0.999 -2.291 -3.828  -0.38
C: -0.221 -2.078 -2.776  1.04
O: -0.509 -1.070 -2.003  -0.51
C: 0.880 -2.934 -2.504  -0.34
C: 1.530 -2.452 -1.397  0.56
N: 1.778 -1.765 -0.486  -0.50
C: 1.227 -4.062 -3.291  -0.34
N: 1.457 -4.948 -3.986  -0.35
H: -0.817 -3.059 -4.459  0.23
H: -1.763 -1.670 -4.033  0.23